This record from the Open Molecules 2025 dataset describes a structure of composition C30H38HfN8O4S6Se. The level of theory is wB97M-V/def2-TZVPD.

The energy above the lowest of the compared OMol25 structures with the same formula, charge and spin is 0.0 kcal per mole. The HOMO energy is -12.443 eV. The net charge is +2. The calculation puts the LUMO energy at -4.7 eV. The orbital gap comes out at 7.7 eV.

Last column: Löwdin charge in e.
Cartesian coordinates (Å):
Hf -0.1027 0.8685 -0.4313  1.38
C 2.7861 0.9863 3.8307  -0.50
C 1.2845 0.8582 4.0382  -0.50
S 0.3612 -0.0440 2.7650  0.83
C 1.2635 -1.5941 2.6537  -0.51
C 2.3896 -1.6744 1.6147  -0.43
S 2.2893 -0.6072 0.1365  0.77
C 3.9331 0.1668 0.1858  -0.51
C 4.3808 0.8540 1.4791  -0.50
S 3.1786 1.9179 2.3220  0.85
H 3.2616 0.0079 3.7769  0.07
H 3.2160 1.5033 4.6890  0.08
H 0.8139 1.8428 4.0655  0.06
H 1.0836 0.3789 4.9973  0.09
H 0.5038 -2.3386 2.4358  0.01
H 1.6687 -1.8290 3.6394  0.10
H 2.4695 -2.6980 1.2476  0.08
H 3.3464 -1.4279 2.0681  0.06
H 3.9372 0.8573 -0.6541  0.02
H 4.6412 -0.6269 -0.0580  0.09
H 5.2460 1.4687 1.2291  0.08
H 4.7356 0.1265 2.2073  0.07
O -0.3747 2.1455 -2.2855  -0.16
C 0.1423 1.3034 -3.0641  -0.51
C 0.3468 1.3938 -4.5419  -0.04
C 0.9222 0.0095 -4.8593  -0.04
C 1.0844 -0.6592 -3.5037  -0.42
O 1.5558 -1.7566 -3.3073  0.07
N 0.5911 0.1773 -2.5132  0.02
H 1.0424 2.2079 -4.7526  0.14
H -0.5907 1.6217 -5.0471  0.14
H 1.8797 0.0329 -5.3763  0.14
H 0.2485 -0.6036 -5.4579  0.14
N -8.2487 -1.1657 -0.0554  0.15
C -7.0349 -0.5868 -0.1772  -0.29
C -6.9215 0.8052 -0.3451  -0.01
C -5.6878 1.3966 -0.4655  -0.04
C -4.5392 0.6046 -0.4211  -0.32
C -4.6283 -0.7814 -0.2554  -0.05
C -5.8614 -1.3681 -0.1339  -0.01
S -2.9998 1.3443 -0.5719  0.64
O -2.1526 0.5189 -1.4779  -0.45
O -3.1280 2.7421 -0.8738  -0.26
N -2.0520 1.1238 0.7360  -0.26
C -1.6298 2.2178 1.4561  -0.80
S -2.3572 3.1881 2.6510  1.15
C -0.8883 4.0908 2.7701  -0.34
C 0.0518 3.6008 1.9330  -0.25
N -0.3857 2.5360 1.1797  -0.12
H -9.0889 -0.6217 -0.1290  0.11
H -8.3436 -2.1618 0.0177  0.11
H -7.8170 1.4108 -0.3853  0.12
H -5.6011 2.4651 -0.6038  0.12
H -3.7333 -1.3881 -0.2371  0.05
H -5.9414 -2.4403 -0.0121  0.12
H -0.8074 4.9185 3.4547  0.08
H 1.0667 3.9515 1.8314  0.09
S 2.0373 2.5584 -0.7619  0.72
C 1.4641 4.1686 -0.8802  -0.75
N 0.2669 4.6098 -1.2434  0.06
C 0.2025 6.0739 -1.2786  -0.09
C 1.5704 6.4879 -0.6954  -0.10
N 2.2509 5.1983 -0.5680  0.04
H -0.3992 4.0104 -1.7063  0.11
H -0.6318 6.4329 -0.6793  0.12
H 0.0709 6.4202 -2.3031  0.13
H 1.4741 6.9663 0.2789  0.12
H 2.1200 7.1535 -1.3578  0.13
H 3.1744 5.0730 -0.1909  0.15
C -0.7145 -4.6680 1.6948  -0.01
N 0.1669 -4.3570 0.5826  -0.06
C 0.1720 -3.2365 -0.1666  -0.64
Se -0.9803 -1.7804 0.1154  0.80
N 1.0918 -3.3676 -1.1245  0.13
C 1.7041 -4.6100 -1.0180  -0.16
C 2.7040 -5.2167 -1.7664  0.01
C 3.0781 -6.4882 -1.3772  -0.06
C 2.4788 -7.1302 -0.2834  -0.06
C 1.4842 -6.5240 0.4601  0.01
C 1.1117 -5.2452 0.0669  -0.16
H -1.3110 -3.7920 1.9335  0.05
H -0.1208 -4.9557 2.5616  0.11
H -1.3740 -5.4915 1.4239  0.11
H 1.2746 -2.6801 -1.8665  0.09
H 3.1558 -4.7210 -2.6142  0.12
H 3.8488 -7.0060 -1.9306  0.12
H 2.8013 -8.1272 -0.0185  0.12
H 1.0221 -7.0262 1.2984  0.12

This record from the Open Molecules 2025 dataset describes a structure of composition C30H38IrN8O3PS2. The level of theory is wB97M-V/def2-TZVPD.

The energy above the lowest of the compared OMol25 structures with the same formula, charge and spin is 8.1 kcal per mole. The HOMO energy (alpha / beta) is -12.294 / -12.391 eV. The net charge is +2. The calculation puts the LUMO energy (alpha / beta) at -6.1 / -6.3 eV. The orbital gap (alpha / beta) comes out at 6.2 / 6.1 eV.

Last column: Löwdin charge in e.
Cartesian coordinates (Å):
Ir -0.1214 -0.4514 -0.6720  0.92
S 1.8056 -0.4950 -1.8771  0.69
C 2.2157 1.1754 -1.5879  -0.80
N 3.4907 1.5028 -1.8188  0.08
N 3.8809 2.7305 -1.9795  0.06
C 3.2420 3.8809 -2.5198  -0.23
C 3.8441 5.1031 -2.2359  -0.01
C 3.3351 6.2658 -2.7909  -0.06
C 2.2398 6.2075 -3.6385  -0.06
C 1.6651 4.9798 -3.9417  -0.07
C 2.1554 3.8104 -3.3857  -0.04
N 1.3202 2.0441 -1.1409  0.04
N 0.1710 1.5935 -0.7602  -0.14
C -0.7756 2.6055 -0.4713  -0.24
C -0.5333 3.9482 -0.7934  0.00
C -1.4834 4.9040 -0.4851  -0.05
C -2.6785 4.5497 0.1285  -0.06
C -2.9222 3.2194 0.4322  -0.07
C -1.9776 2.2515 0.1353  -0.06
H 4.8897 2.8073 -1.9303  0.16
H 4.7052 5.1435 -1.5793  0.12
H 3.8020 7.2144 -2.5644  0.12
H 1.8435 7.1135 -4.0760  0.11
H 0.8284 4.9297 -4.6260  0.11
H 1.7104 2.8626 -3.6492  0.11
H 0.3838 4.2354 -1.2815  0.09
H -1.2907 5.9391 -0.7344  0.12
H -3.4152 5.3065 0.3616  0.12
H -3.8505 2.9326 0.9090  0.11
H -2.1786 1.2190 0.3743  0.05
C -1.2542 1.4117 3.6186  -0.04
C -0.8687 0.1393 2.9107  -0.24
O 0.4638 0.3186 2.3620  -0.24
P 1.0914 -0.5356 1.1883  0.51
O 1.1951 -2.0354 1.6412  -0.25
C 2.0253 -2.4637 2.7762  -0.20
C 1.1586 -2.8851 3.9336  -0.05
O 2.5554 0.0096 1.1652  -0.26
C 3.0330 1.2812 1.7148  -0.22
C 3.5344 1.0960 3.1217  -0.06
H -2.2214 1.2798 4.1060  0.09
H -1.3331 2.2387 2.9142  0.07
H -0.5221 1.6629 4.3849  0.09
H -1.5592 -0.1037 2.0934  0.08
H -0.8315 -0.7102 3.5897  0.11
H 2.7029 -1.6530 3.0414  0.10
H 2.6157 -3.2890 2.3863  0.13
H 0.6496 -2.0339 4.3832  0.07
H 1.7828 -3.3408 4.7028  0.09
H 0.4204 -3.6224 3.6190  0.09
H 2.2280 2.0123 1.6526  0.11
H 3.8313 1.5699 1.0363  0.11
H 2.7415 0.7453 3.7818  0.08
H 3.8836 2.0567 3.5036  0.09
H 4.3717 0.3995 3.1516  0.09
C -4.4845 -2.8951 1.0642  -0.08
C -4.5816 -1.4347 0.6186  -0.22
C -3.7549 -1.1691 -0.5974  -0.57
N -2.5578 -0.6970 -0.5722  -0.06
N -2.0014 -0.5757 -1.8308  -0.14
C -2.7692 -0.9987 -2.7957  -0.66
N -2.4010 -1.0371 -4.0820  0.14
S -4.3131 -1.5237 -2.2061  1.18
H -5.0963 -3.0596 1.9491  0.09
H -3.4527 -3.1528 1.3094  0.07
H -4.8354 -3.5722 0.2842  0.08
H -4.2230 -0.7677 1.4036  0.11
H -5.6186 -1.1628 0.4174  0.12
H -1.5263 -0.6123 -4.3449  0.12
H -3.0633 -1.2371 -4.8110  0.12
N -0.2383 -2.4764 -0.7659  0.02
C -0.2492 -3.6214 -0.7823  -0.04
C -0.2566 -5.0465 -0.7961  -0.21
C -1.2905 -5.7324 -0.1540  -0.02
C -1.2825 -7.1148 -0.1650  -0.05
C -0.2576 -7.7979 -0.8089  -0.04
C 0.7667 -7.1093 -1.4463  -0.04
C 0.7760 -5.7262 -1.4463  -0.01
H -2.0808 -5.1865 0.3440  0.11
H -2.0732 -7.6627 0.3283  0.12
H -0.2574 -8.8797 -0.8131  0.12
H 1.5588 -7.6520 -1.9431  0.12
H 1.5674 -5.1768 -1.9378  0.13